Molecular formula: C5H8O
Method: DFT, ωB97M-V/def2-TZVPD

Last column: Mulliken charge in e.
CARTESIAN COORDINATES (ANGSTROEM)
C 0.240 1.744 0.490  -1.2650
C 0.505 0.537 -0.403  0.3749
O 1.612 -0.188 0.095  -0.5363
C -0.411 -1.879 -0.694  -0.0740
C -0.864 -1.534 0.469  -0.7822
C -0.683 -0.417 -0.524  -0.4406
H 1.126 2.388 0.521  0.3211
H 0.035 1.405 1.513  0.2872
H -0.613 2.334 0.140  0.3421
H 0.771 0.880 -1.413  0.2821
H -0.128 -2.660 -1.383  0.3623
H -1.254 -1.850 1.426  0.3413
H 1.236 -0.771 0.763  0.3501
H -1.572 0.010 -1.001  0.4370

Computed properties:
Charge: 0
Relative energy (zero: lowest compared OMol25 entry of this formula, charge and spin), kJ/mol: 273.8
Frontier orbital gap, eV: 10.92
HOMO energy, eV: -9.784
SMILES: C[C@@H](O)C1C=C1
Molecular weight, g mol⁻¹: 84.1


Molecular formula: C5H8O
Method: DFT, ωB97M-V/def2-TZVPD

Last column: Mulliken charge in e.
CARTESIAN COORDINATES (ANGSTROEM)
C -1.877 -0.002 -0.470  -1.3743
C -0.641 -0.552 0.227  0.3457
O -0.111 -1.561 -0.604  -0.5289
C 0.341 0.619 0.401  -0.3304
C 1.784 0.373 0.468  -0.7906
C 2.969 0.456 0.268  0.0700
H -1.576 0.438 -1.428  0.3825
H -2.609 -0.789 -0.667  0.3301
H -2.348 0.783 0.133  0.3456
H -0.929 -0.972 1.204  0.2136
H 0.720 -1.859 -0.211  0.3450
H 0.278 1.198 -0.524  0.2107
H 0.019 1.260 1.229  0.3684
H 3.981 0.609 -0.025  0.4124

Computed properties:
Charge: 0
Relative energy (zero: lowest compared OMol25 entry of this formula, charge and spin), kJ/mol: 215.8
Frontier orbital gap, eV: 10.88
HOMO energy, eV: -9.960
SMILES: C#CC[C@@H](C)O
Molecular weight, g mol⁻¹: 84.1


Molecular formula: C5H8O
Method: DFT, ωB97M-V/def2-TZVPD

Last column: Mulliken charge in e.
CARTESIAN COORDINATES (ANGSTROEM)
C -1.566 0.549 0.100  -1.2578
C -0.269 -0.172 0.070  0.7043
C 0.962 0.371 -0.216  -0.8246
C 1.803 -0.738 0.011  0.1617
O 1.238 -1.896 0.308  -0.3249
C -0.172 -1.641 0.322  -0.4352
H -2.285 0.094 -0.590  0.3488
H -1.399 1.590 -0.180  0.2982
H -2.000 0.508 1.107  0.3489
H 0.132 1.095 -2.376  -0.0079
H 1.863 5.267 0.675  0.0026
H 2.889 -0.809 -0.004  0.4455
H -0.573 -2.000 1.272  0.2881
H -0.621 -2.216 -0.499  0.2523

Computed properties:
Charge: 0
Relative energy (zero: lowest compared OMol25 entry of this formula, charge and spin), kJ/mol: 888.1
Frontier orbital gap (alpha / beta), eV: 7.55 / 7.27
HOMO energy (alpha / beta), eV: -7.975 / -7.731
Molecular weight, g mol⁻¹: 84.1


Molecular formula: C5H8O
Method: DFT, ωB97M-V/def2-TZVPD

Last column: Mulliken charge in e.
CARTESIAN COORDINATES (ANGSTROEM)
O 0.853 -1.098 1.282  -0.4352
C 1.204 -0.111 0.676  -0.1812
C 0.829 0.249 -0.734  -0.4716
C -0.406 0.563 -1.145  -0.1620
C -1.517 0.559 -0.180  -0.0190
C -1.257 0.884 1.086  -0.8293
H 0.919 -2.395 -0.322  -0.1629
H 1.900 0.607 1.162  0.3569
H 1.099 -2.426 -1.044  0.1508
H 1.667 0.273 -1.430  0.4208
H -0.576 0.749 -2.205  0.3711
H -2.460 0.103 -0.483  0.3001
H -0.307 1.357 1.318  0.3889
H -1.841 0.554 1.938  0.2728

Computed properties:
Charge: 0
Relative energy (zero: lowest compared OMol25 entry of this formula, charge and spin), kJ/mol: 317.6
Frontier orbital gap, eV: 9.78
HOMO energy, eV: -9.288
SMILES: C=C/C=C\C=O.[H][H]
Molecular weight, g mol⁻¹: 84.1


Molecular formula: C5H8O
Method: DFT, ωB97M-V/def2-TZVPD

Last column: Mulliken charge in e.
CARTESIAN COORDINATES (ANGSTROEM)
O -1.843 0.249 -2.056  -0.5352
C -1.504 -0.453 -0.929  -0.1461
C -0.477 -0.160 -0.138  0.1267
C 0.698 0.794 -0.296  -0.6263
C 1.397 0.011 0.852  -0.5366
C 0.066 -0.727 1.158  -0.5303
H -2.173 -1.296 -0.762  0.3552
H -1.512 1.153 -1.967  0.3099
H 1.202 0.764 -1.270  0.2914
H 0.493 1.844 -0.043  0.2788
H 2.167 -0.671 0.478  0.2428
H 1.812 0.612 1.667  0.2715
H 0.109 -1.815 1.268  0.3048
H -0.436 -0.306 2.038  0.1931

Computed properties:
Charge: 0
Relative energy (zero: lowest compared OMol25 entry of this formula, charge and spin), kJ/mol: 157.9
Frontier orbital gap, eV: 9.40
HOMO energy, eV: -8.484
SMILES: OC=C1CCC1
Molecular weight, g mol⁻¹: 84.1


Molecular formula: C5H8O
Method: DFT, ωB97M-V/def2-TZVPD

Last column: Mulliken charge in e.
CARTESIAN COORDINATES (ANGSTROEM)
C -0.611 -1.492 0.444  -1.5161
C -0.182 -0.041 0.598  0.4818
C -0.768 0.937 -0.460  -0.7026
C 0.658 1.209 -0.938  0.4130
O 1.125 1.891 -1.809  -0.5516
C 1.262 0.276 0.112  -0.7037
H -0.434 -1.841 -0.581  0.3708
H -0.053 -2.146 1.123  0.3602
H -1.679 -1.614 0.660  0.3602
H -0.360 0.299 1.623  0.3657
H -1.272 1.827 -0.069  0.2747
H -1.412 0.479 -1.219  0.2866
H 1.914 0.787 0.829  0.2758
H 1.811 -0.571 -0.314  0.2854

Computed properties:
Charge: 0
Relative energy (zero: lowest compared OMol25 entry of this formula, charge and spin), kJ/mol: 76.5
Frontier orbital gap, eV: 10.48
HOMO energy, eV: -9.506
SMILES: CC1CC(=O)C1
Molecular weight, g mol⁻¹: 84.1


Molecular formula: C5H8O
Method: DFT, ωB97M-V/def2-TZVPD

Last column: Mulliken charge in e.
CARTESIAN COORDINATES (ANGSTROEM)
O 1.115 1.848 0.319  -0.5429
C 1.681 0.764 0.314  0.1123
C 1.156 -0.522 -0.136  -0.5587
C -0.105 -0.929 -0.415  0.1886
C -1.416 -0.414 -0.086  -0.6052
C -1.403 0.747 -0.755  -0.4235
H 2.752 0.716 0.596  0.2964
H 1.915 -1.263 -0.346  0.2701
H 0.129 -0.309 1.988  0.0402
H -0.234 -1.777 -1.091  0.3262
H -2.290 -1.064 -0.045  0.3280
H -0.571 -0.151 1.773  0.0086
H -2.169 0.929 -1.486  0.2565
H -0.558 1.426 -0.631  0.3034

Computed properties:
Charge: 0
Relative energy (zero: lowest compared OMol25 entry of this formula, charge and spin), kJ/mol: 442.2
Frontier orbital gap, eV: 9.12
HOMO energy, eV: -8.810
SMILES: C=C/C=C\C=O.[H][H]
Molecular weight, g mol⁻¹: 84.1


Molecular formula: C5H8O
Method: DFT, ωB97M-V/def2-TZVPD

Last column: Mulliken charge in e.
CARTESIAN COORDINATES (ANGSTROEM)
C 0.557 0.612 -1.988  -1.1901
C 0.072 -0.330 -0.909  0.5917
O 0.054 -1.535 -1.065  -0.5772
C -0.321 0.297 0.390  -0.0922
C -1.033 -0.563 1.400  -0.5509
C 0.401 -0.229 1.616  -0.5592
H -0.214 1.350 -2.236  0.3270
H 1.428 1.167 -1.618  0.3150
H 0.835 0.048 -2.880  0.3260
H -0.538 1.362 0.367  0.4059
H -1.264 -1.571 1.070  0.2464
H -1.777 -0.086 2.030  0.2504
H 0.667 0.493 2.382  0.2572
H 1.132 -1.013 1.442  0.2499

Computed properties:
Charge: 0
Relative energy (zero: lowest compared OMol25 entry of this formula, charge and spin), kJ/mol: 78.9
Frontier orbital gap, eV: 10.74
HOMO energy, eV: -9.656
SMILES: CC(=O)C1CC1
Molecular weight, g mol⁻¹: 84.1


Molecular formula: C5H8O
Method: DFT, ωB97M-V/def2-TZVPD

Last column: Mulliken charge in e.
CARTESIAN COORDINATES (ANGSTROEM)
C -0.557 0.362 -1.544  -0.3545
C -0.314 -1.003 -0.851  -0.5562
C 0.477 -0.583 1.695  -1.0804
C 0.108 0.970 -0.358  0.2045
C 0.276 -0.194 0.286  0.2991
O 0.337 2.280 -0.097  -0.5586
H 0.704 2.369 0.790  0.3060
H -0.054 0.501 -2.499  0.2547
H -1.655 0.609 -1.596  0.1847
H -1.225 -1.557 -0.625  0.2378
H 0.386 -1.664 -1.359  0.2182
H 1.234 -1.365 1.768  0.2855
H -0.509 -0.983 2.080  0.2478
H 0.793 0.258 2.309  0.3115

Computed properties:
Charge: 0
Relative energy (zero: lowest compared OMol25 entry of this formula, charge and spin), kJ/mol: 150.8
Frontier orbital gap, eV: 9.01
HOMO energy, eV: -8.212
SMILES: CC1=C(O)CC1
Molecular weight, g mol⁻¹: 84.1


Molecular formula: C5H8O
Method: DFT, ωB97M-V/def2-TZVPD

Last column: Mulliken charge in e.
CARTESIAN COORDINATES (ANGSTROEM)
C 1.635 -0.626 0.223  -1.4106
C 0.563 0.385 -0.127  0.3958
C -0.499 0.024 -1.228  -0.6441
C -1.560 0.273 -0.199  -0.5731
C -0.638 0.469 0.746  0.1470
O -0.837 0.477 2.077  -0.5305
H 2.158 -0.341 1.142  0.3304
H 1.192 -1.615 0.380  0.3459
H 2.375 -0.704 -0.580  0.3635
H 0.990 1.374 -0.330  0.3179
H -0.527 0.686 -2.089  0.2575
H -0.411 -1.019 -1.557  0.2470
H -2.622 0.479 -0.300  0.4108
H -1.751 0.193 1.914  0.3426

Computed properties:
Charge: 0
Relative energy (zero: lowest compared OMol25 entry of this formula, charge and spin), kJ/mol: 200.6
Frontier orbital gap, eV: 9.56
HOMO energy, eV: -8.527
Molecular weight, g mol⁻¹: 84.1


Please write out number 7 again, unchanged.
Molecular formula: C5H8O
Method: DFT, ωB97M-V/def2-TZVPD

Last column: Mulliken charge in e.
CARTESIAN COORDINATES (ANGSTROEM)
O 1.115 1.848 0.319  -0.5429
C 1.681 0.764 0.314  0.1123
C 1.156 -0.522 -0.136  -0.5587
C -0.105 -0.929 -0.415  0.1886
C -1.416 -0.414 -0.086  -0.6052
C -1.403 0.747 -0.755  -0.4235
H 2.752 0.716 0.596  0.2964
H 1.915 -1.263 -0.346  0.2701
H 0.129 -0.309 1.988  0.0402
H -0.234 -1.777 -1.091  0.3262
H -2.290 -1.064 -0.045  0.3280
H -0.571 -0.151 1.773  0.0086
H -2.169 0.929 -1.486  0.2565
H -0.558 1.426 -0.631  0.3034

Computed properties:
Charge: 0
Relative energy (zero: lowest compared OMol25 entry of this formula, charge and spin), kJ/mol: 442.2
Frontier orbital gap, eV: 9.12
HOMO energy, eV: -8.810
SMILES: C=C/C=C\C=O.[H][H]
Molecular weight, g mol⁻¹: 84.1


- relative energy (zero: lowest compared OMol25 entry of this formula, charge and spin) of number 1 (C5H8O)?
  273.8 kJ/mol


Repeat the second record exactly.
Molecular formula: C5H8O
Method: DFT, ωB97M-V/def2-TZVPD

Last column: Mulliken charge in e.
CARTESIAN COORDINATES (ANGSTROEM)
C -1.877 -0.002 -0.470  -1.3743
C -0.641 -0.552 0.227  0.3457
O -0.111 -1.561 -0.604  -0.5289
C 0.341 0.619 0.401  -0.3304
C 1.784 0.373 0.468  -0.7906
C 2.969 0.456 0.268  0.0700
H -1.576 0.438 -1.428  0.3825
H -2.609 -0.789 -0.667  0.3301
H -2.348 0.783 0.133  0.3456
H -0.929 -0.972 1.204  0.2136
H 0.720 -1.859 -0.211  0.3450
H 0.278 1.198 -0.524  0.2107
H 0.019 1.260 1.229  0.3684
H 3.981 0.609 -0.025  0.4124

Computed properties:
Charge: 0
Relative energy (zero: lowest compared OMol25 entry of this formula, charge and spin), kJ/mol: 215.8
Frontier orbital gap, eV: 10.88
HOMO energy, eV: -9.960
SMILES: C#CC[C@@H](C)O
Molecular weight, g mol⁻¹: 84.1